[1]
The molecule CH3NOS at a distorted geometry, computed with ωB97M-V/def2-TZVPD.

## Properties
frontier orbital gap	0.327	Eh
net charge	0
HOMO level	-9.655	eV
SMILES string	C#S(N)=O
LUMO level	-0.8	eV

Last column: natural (NBO) charge in e.
Element x y z (Å)
S -0.525154 0.163490 0.654521  1.266
O -1.545020 -0.018297 -0.438813  -0.855
N 0.722719 0.919092 -0.056597  -1.092
C 0.019708 -1.377403 0.054156  -0.303
H 1.473013 0.339665 -0.546102  0.440
H -0.831805 -2.001376 0.446159  0.135
H 0.686539 1.974828 -0.113324  0.410

Atoms 1-6, force components in eV/Å:
S 0.69 0.64 -0.19
O -0.12 -1.05 -0.32
N 2.00 1.90 -0.17
C -2.03 -0.69 -0.09
H -1.78 1.28 0.75
H 0.86 -0.07 0.00



[2]
A cluster of 2 separate species, CH3NOS in total at a distorted geometry, computed with ωB97M-V/def2-TZVPD.

## Properties
frontier orbital gap (alpha / beta)	0.278 / 0.326	Eh
net charge	0
HOMO level (alpha / beta)	-7.902 / -9.131	eV
LUMO level (alpha / beta)	-0.3 / -0.2	eV

Last column: natural (NBO) charge in e.
Element x y z (Å)
S 0.911794 -0.433823 -1.503815  0.231
O -0.918829 -1.021766 0.220064  -0.568
N -0.908534 0.148842 0.997929  -0.270
C 0.990938 0.858230 -0.627179  -0.384
H 1.819269 1.504453 -0.500469  0.183
H -1.789385 -1.203273 -0.280674  0.496
H -0.105254 0.147338 1.694144  0.312

Atoms 1-6, force components in eV/Å:
S 0.40 0.99 -0.04
O -0.55 -0.17 1.21
N -0.64 -0.21 -1.04
C -0.80 -1.87 -0.38
H 0.64 0.93 0.19
H 1.63 1.51 1.52



[3]
A cluster of 2 separate species, CH3NOS in total at a distorted geometry, computed with ωB97M-V/def2-TZVPD.

## Properties
frontier orbital gap	0.380	Eh
net charge	0
HOMO level	-9.656	eV
LUMO level	0.7	eV

Last column: natural (NBO) charge in e.
Element x y z (Å)
S 1.116210 0.824508 -0.804179  1.313
O 0.112048 1.874949 -0.867720  -0.959
N 0.473021 -0.455300 0.024693  -0.717
C -0.436769 -0.571871 0.806457  0.043
H 0.759260 -0.004380 -1.797393  0.023
H -0.789658 -1.852352 1.484015  0.118
H -1.234112 0.184446 1.154127  0.178

Atoms 1-6, force components in eV/Å:
S -1.57 -0.40 -0.01
O 0.10 1.48 0.00
N 2.84 -1.52 -0.08
C -4.87 -2.42 4.28
H 0.69 -0.01 -1.26
H 1.36 3.60 -2.21



[4]
A cluster of 2 separate species, CH3NOS2 in total at a distorted geometry, computed with ωB97M-V/def2-TZVPD.

## Properties
frontier orbital gap (alpha / beta)	0.311 / 0.311	Eh
net charge	0
HOMO level (alpha / beta)	-9.818 / -9.817	eV
LUMO level (alpha / beta)	-1.4 / -1.4	eV

Last column: natural (NBO) charge in e.
Element x y z (Å)
S 1.870028 0.932786 -0.466101  -0.331
S 1.905156 -0.309350 1.013152  1.122
O 2.577346 -1.559902 0.817608  -0.833
N -1.032179 -0.212064 0.382225  -0.630
C -1.165304 0.288942 -0.702162  -0.024
H -0.225984 0.374596 -1.174394  0.175
H -1.779120 -0.274766 1.148849  0.364
H -2.149940 0.759756 -1.019175  0.157

Atoms 1-6, force components in eV/Å:
S 0.67 -0.86 1.09
S -0.74 1.90 -0.87
O 0.42 -0.87 -0.26
N -0.06 -2.53 6.45
C -3.07 2.31 -2.06
H 0.62 0.33 -1.90



[5]
A cluster of 2 separate species, CH3NOS2 in total at a distorted geometry, computed with ωB97M-V/def2-TZVPD.

## Properties
frontier orbital gap (alpha / beta)	0.287 / 0.277	Eh
net charge	0
HOMO level (alpha / beta)	-8.540 / -8.423	eV
LUMO level (alpha / beta)	-0.7 / -0.9	eV

Last column: natural (NBO) charge in e.
Element x y z (Å)
S -1.343168 -1.038731 0.495957  1.269
S -1.755972 1.037937 0.414261  0.128
O -1.667666 -1.602274 1.793246  -0.879
N -0.258536 0.262358 0.720699  -0.811
C 1.265337 0.371125 -0.822971  -0.303
H 1.817503 1.120255 -0.352421  0.212
H 1.316095 -0.620352 -0.593197  0.189
H 0.626406 0.469681 -1.655574  0.194

Atoms 1-6, force components in eV/Å:
S -0.04 1.01 0.46
S -0.51 -0.25 -0.40
O 0.05 -0.27 -0.36
N 2.37 0.08 -1.46
C -3.97 0.07 1.93
H 0.90 0.92 0.28



[6]
A cluster of 2 separate species, CH3NOS3 in total at a distorted geometry, computed with ωB97M-V/def2-TZVPD.

## Properties
frontier orbital gap (alpha / beta)	0.270 / 0.270	Eh
net charge	0
HOMO level (alpha / beta)	-8.968 / -8.968	eV
LUMO level (alpha / beta)	-1.6 / -1.6	eV

Last column: natural (NBO) charge in e.
Element x y z (Å)
S 0.319793 1.906771 0.139488  0.081
S -2.157847 0.216810 -0.545446  0.132
S 1.680244 -0.841541 -0.230502  0.069
O -1.028657 -1.691972 0.637032  -0.335
N -0.966825 -0.538391 0.223688  -0.070
C 0.303977 0.147776 0.391182  -0.394
H 0.610212 0.021530 1.989678  0.273
H 0.095880 1.869860 -1.178562  0.127
H 1.143223 -1.090845 -1.426562  0.118

Atoms 1-6, force components in eV/Å:
S 0.24 0.03 0.28
S -0.76 0.14 -0.43
S -0.05 0.12 0.17
O 0.19 0.34 0.09
N -0.86 -1.13 0.14
C 2.29 0.02 4.52